1.
{
  "formula": "C40H39MgNO7P2S2",
  "method": "wB97M-V/def2-TZVPD",
  "elements": ["Mg", "O", "S", "O", "O", "C", "C", "C", "C", "C", "C", "S", "O", "O", "O", "H", "H", "H", "H", "O", "C", "C", "C", "C", "C", "C", "C", "C", "N", "H", "H", "H", "H", "H", "H", "H", "H", "H", "H", "H", "C", "C", "P", "C", "C", "C", "C", "C", "C", "C", "C", "C", "C", "C", "C", "P", "C", "C", "C", "C", "C", "C", "C", "C", "C", "C", "C", "C", "H", "H", "H", "H", "H", "H", "H", "H", "H", "H", "H", "H", "H", "H", "H", "H", "H", "H", "H", "H", "H", "H", "H", "H"],
  "positions_angstrom": [[1.0332, -1.0873, 0.5691], [1.1844, -1.8003, 4.5152], [0.1441, -1.0952, 3.8061], [-0.1590, 0.2391, 4.2291], [0.4110, -1.1656, 2.3360], [-1.3288, -2.1121, 4.0259], [-1.3545, -2.7568, 5.2566], [-2.3903, -3.6106, 5.6037], [-3.4148, -3.8489, 4.7074], [-3.4094, -3.2078, 3.4785], [-2.3874, -2.3326, 3.1302], [-2.6684, -1.4970, 1.5564], [-4.0102, -1.8205, 1.1526], [-2.2844, -0.1216, 1.7226], [-0.7300, -1.2972, -0.2757], [-0.5330, -2.5935, 5.9398], [-2.3834, -4.0925, 6.5726], [-4.2233, -4.5226, 4.9580], [-4.2145, -3.3600, 2.7739], [2.8919, -0.5934, -0.0460], [3.8172, -1.4538, -0.7434], [3.2559, -2.0100, -2.0419], [1.8801, -2.6907, -1.9323], [1.7980, -3.6804, -0.8032], [1.9339, -5.0461, -0.9990], [1.8908, -5.8916, 0.0968], [1.7273, -5.3539, 1.3637], [1.5963, -3.9837, 1.4854], [1.6269, -3.1683, 0.4250], [2.9313, 0.3384, -0.3390], [4.0567, -2.2516, -0.0433], [4.7293, -0.8884, -0.9315], [3.9900, -2.7298, -2.4150], [3.1912, -1.2157, -2.7895], [1.6590, -3.1908, -2.8749], [1.0819, -1.9481, -1.8216], [2.0516, -5.4340, -2.0015], [1.9798, -6.9618, -0.0374], [1.6928, -5.9770, 2.2456], [1.4622, -3.5080, 2.4513], [-0.4958, 1.7944, 0.5459], [0.5067, 2.9489, 0.4470], [1.9608, 2.5718, -0.6134], [3.0934, 3.9610, -0.2601], [3.7371, 4.6573, -1.2815], [4.6607, 5.6501, -0.9852], [4.9559, 5.9597, 0.3337], [4.3300, 5.2633, 1.3580], [3.4119, 4.2675, 1.0637], [1.3704, 2.8990, -2.3025], [0.7953, 4.1163, -2.6660], [0.2497, 4.2835, -3.9259], [0.2729, 3.2345, -4.8389], [0.8553, 2.0265, -4.4934], [1.4055, 1.8648, -3.2293], [-1.4011, 1.4107, -1.0375], [-3.0981, 1.9226, -0.5467], [-3.2923, 3.2841, -0.3116], [-4.5433, 3.7783, 0.0244], [-5.6286, 2.9158, 0.1006], [-5.4503, 1.5659, -0.1647], [-4.1944, 1.0718, -0.4887], [-1.3844, -0.4053, -1.1853], [-1.4785, -2.3837, 0.4536], [-1.9312, -3.4668, -0.3912], [-2.4061, -3.3556, -1.6740], [-2.4882, -2.2483, -2.5210], [-2.0813, -0.9361, -2.2342], [-1.2448, 2.0193, 1.3038], [-0.0073, 0.9107, 0.9630], [0.8944, 3.1628, 1.4457], [0.0247, 3.8616, 0.0876], [3.5122, 4.4312, -2.3159], [5.1470, 6.1852, -1.7908], [5.6720, 6.7378, 0.5635], [4.5582, 5.4921, 2.3909], [2.9490, 3.7242, 1.8790], [0.7612, 4.9324, -1.9530], [-0.2071, 5.2268, -4.1962], [-0.1685, 3.3625, -5.8187], [0.8657, 1.2053, -5.1982], [1.8324, 0.9085, -2.9471], [-2.4551, 3.9712, -0.3950], [-4.6728, 4.8361, 0.2172], [-6.6088, 3.2962, 0.3588], [-6.2901, 0.8847, -0.1088], [-4.0739, 0.0149, -0.6865], [-0.7955, -2.7709, 1.2077], [-1.8372, -4.4527, 0.0485], [-2.7357, -4.2936, -2.1145], [-2.9612, -2.4000, -3.4824], [-2.4159, -0.1767, -2.9406]],
  "mulliken_charge": [0.754, -0.762, 1.466, -0.771, 0.351, 0.050, -0.908, -0.620, -0.777, -0.510, -0.180, 1.818, -0.808, -0.571, 1.045, 0.521, 0.394, 0.417, 0.566, -0.924, -0.819, -0.844, 0.289, 0.640, -0.719, -0.420, -0.897, -0.525, 0.824, -0.226, 0.363, 0.535, 0.415, 0.395, 0.857, -1.186, 0.519, 0.459, 0.497, 0.413, -0.322, -1.325, 0.866, 0.680, -0.538, -0.688, -0.451, -0.721, -0.533, 0.348, -0.098, -0.789, -0.562, -0.418, -0.322, 0.294, 0.562, -0.474, -0.609, -0.601, -0.723, -0.012, -0.233, 0.414, -1.162, -0.824, -1.142, -0.345, 0.847, -0.512, 0.765, 0.292, 0.383, 0.401, 0.379, 0.398, 0.300, 0.453, 0.395, 0.392, 0.427, 0.188, 0.271, 0.414, 0.354, 0.435, 0.072, 0.445, 0.429, 0.363, 0.359, 0.355],
  "spin_multiplicity": 1,
  "de_lowest_ev": 0.000,
  "lumo_energy_ev": -0.13,
  "gap_ev": 5.74,
  "energy_ha": -3808.28973,
  "max_force_ev_per_a": 0.45,
  "charge": 0,
  "homo_ha": -0.21566
}

2.
{
  "formula": "C4H11NS2",
  "method": "wB97M-V/def2-TZVPD",
  "elements": ["S", "S", "C", "C", "N", "C", "C", "H", "H", "H", "H", "H", "H", "H", "H", "H", "H", "H"],
  "positions_angstrom": [[2.7690, 0.3495, 0.7253], [1.3916, -0.7179, -0.3952], [-0.0134, -0.8263, 0.7518], [-0.8239, 0.4537, 0.8120], [-1.3072, 1.0092, -0.4255], [-2.4098, 0.5206, -1.2234], [-3.2482, -0.5902, -0.5653], [2.5207, 1.5741, 0.1985], [-0.5546, -1.7427, 0.5332], [0.4165, -1.0608, 1.7312], [-1.6241, 0.3186, 1.5475], [-0.1855, 1.2366, 1.2266], [-0.6193, 1.4470, -1.0131], [-2.1516, 0.0995, -2.2175], [-3.0710, 1.3322, -1.5275], [-3.9108, -1.0522, -1.2917], [-2.6992, -1.3253, 0.0008], [-3.9634, -0.1358, 0.1338]],
  "mulliken_charge": [-0.212, -0.099, -0.548, -0.801, -0.187, -0.370, -1.050, 0.148, 0.333, 0.432, 0.319, 0.355, 0.232, 0.258, 0.307, 0.371, 0.248, 0.265],
  "spin_multiplicity": 1,
  "de_lowest_ev": 0.792,
  "lumo_energy_ev": 0.55,
  "gap_ev": 8.94,
  "energy_ha": -1010.10928,
  "max_force_ev_per_a": 1.76,
  "charge": 0,
  "homo_ha": -0.30834
}

3.
{
  "formula": "C3H6N4",
  "method": "wB97M-V/def2-TZVPD",
  "elements": ["C", "C", "C", "H", "H", "H", "H", "H", "H", "N", "N", "N", "N"],
  "positions_angstrom": [[0.2415, 0.9864, 0.3090], [1.5493, 0.8403, -0.1831], [0.1025, -1.3418, 0.0497], [-2.3328, -0.7509, 0.4724], [-2.3804, -0.1411, -1.1728], [-0.2220, 1.8893, -0.0033], [0.3260, 0.8648, 1.4047], [2.1249, 1.7742, -0.4291], [-0.4044, -2.2767, 0.2583], [-1.9864, -0.0186, -0.1462], [-0.5487, -0.1183, -0.3057], [2.1350, -0.3194, -0.3152], [1.3956, -1.3883, 0.0612]],
  "mulliken_charge": [-0.391, -0.002, -0.072, 0.234, 0.272, 0.378, 0.266, 0.351, 0.398, -0.711, 0.094, -0.348, -0.469],
  "spin_multiplicity": 1,
  "de_lowest_ev": 3.476,
  "lumo_energy_ev": 0.60,
  "gap_ev": 9.47,
  "energy_ha": -336.82149,
  "max_force_ev_per_a": 4.74,
  "charge": 0,
  "homo_ha": -0.32577
}

What is the formula in the first record?
C40H39MgNO7P2S2